{
  "formula": "C48H49N7O2SSeV",
  "method": "ωB97M-V with the def2-TZVPD basis set",
  "elements": ["V", "C", "C", "C", "C", "C", "C", "C", "C", "N", "C", "O", "C", "C", "C", "C", "C", "N", "C", "O", "N", "C", "C", "C", "C", "C", "C", "C", "C", "H", "H", "H", "H", "H", "H", "H", "H", "H", "H", "H", "H", "H", "H", "H", "H", "H", "H", "H", "H", "H", "C", "C", "C", "C", "C", "C", "N", "N", "C", "C", "C", "C", "C", "C", "H", "H", "H", "H", "H", "H", "H", "H", "H", "S", "C", "N", "C", "C", "C", "N", "H", "H", "H", "H", "H", "H", "H", "H", "C", "C", "C", "C", "C", "C", "Se", "C", "C", "C", "H", "H", "H", "H", "H", "H", "H", "H", "H", "H", "H"],
  "positions_angstrom": [[0.30067, -0.50269, -0.28576], [2.49903, 2.76385, -2.81534], [1.11499, 3.14488, -3.26359], [0.92089, 3.75486, -4.49219], [-0.34634, 4.15954, -4.88586], [-1.40267, 4.00022, -4.00850], [-1.24666, 3.38463, -2.76854], [-2.45450, 3.28154, -1.87760], [0.02091, 2.89713, -2.40703], [0.32162, 2.14594, -1.26299], [0.20410, 2.66905, -0.07262], [-0.35765, 3.74577, 0.26742], [1.07150, 1.96568, 0.93481], [1.66810, 2.75410, 1.90681], [2.64982, 2.22081, 2.72461], [3.04403, 0.91435, 2.49567], [2.40197, 0.18642, 1.51437], [1.40898, 0.67598, 0.75679], [2.92538, -1.12394, 1.03867], [3.94704, -1.61656, 1.53594], [2.25332, -1.51306, -0.04643], [2.89286, -2.48212, -0.84533], [3.07489, -3.80446, -0.42537], [2.57272, -4.25235, 0.91535], [3.73749, -4.68867, -1.26810], [4.23738, -4.28485, -2.49366], [4.07051, -2.96942, -2.90044], [3.40535, -2.06447, -2.08723], [3.22651, -0.62663, -2.49257], [3.22214, 2.92380, -3.61725], [2.52752, 1.71916, -2.50751], [2.80094, 3.35491, -1.94649], [1.76915, 3.90569, -5.15257], [-0.50283, 4.61236, -5.85870], [-2.39258, 4.34554, -4.29103], [-2.89427, 4.27328, -1.72404], [-2.20509, 2.85022, -0.91470], [-3.20536, 2.63899, -2.33885], [1.33927, 3.77930, 1.99723], [3.12547, 2.82162, 3.48929], [3.84608, 0.43545, 3.03887], [1.68512, -3.68664, 1.19398], [3.33275, -4.06060, 1.67620], [2.33025, -5.31612, 0.90573], [3.86557, -5.72126, -0.95892], [4.75495, -4.99043, -3.13436], [4.46022, -2.63562, -3.85680], [3.58507, -0.44704, -3.50688], [3.77445, 0.02113, -1.80354], [2.16992, -0.34959, -2.42850], [-1.28855, -0.34575, 5.52979], [-1.61790, -1.61215, 5.05905], [-1.37091, -1.97734, 3.75007], [-0.76405, -1.08508, 2.82813], [-0.48237, 0.20274, 3.32073], [-0.73089, 0.55736, 4.63162], [-0.49608, -1.47995, 1.52487], [-0.85107, -2.74663, 1.32209], [-0.61198, -3.23235, 0.08257], [-0.95768, -4.57274, -0.19120], [-0.66291, -5.12537, -1.41919], [-0.01407, -4.35866, -2.38451], [0.31846, -3.03597, -2.11008], [0.01057, -2.42945, -0.90037], [-1.47678, -0.06588, 6.56038], [-2.08361, -2.32675, 5.73126], [-1.64306, -2.95617, 3.38938], [-0.10678, 0.95193, 2.65721], [-0.49296, 1.56608, 4.95529], [-1.43322, -5.14915, 0.59490], [-0.92165, -6.15704, -1.63578], [0.23897, -4.79856, -3.34404], [0.82764, -2.45862, -2.87440], [-2.58801, 0.71235, 0.97213], [-3.37019, 1.99176, 1.69562], [-2.84813, 3.21941, 1.80932], [-3.61913, 4.37349, 2.22274], [-4.70605, 3.96414, 3.20414], [-5.51755, 2.83714, 2.58399], [-4.60671, 1.76416, 2.24982], [-1.95680, 3.40540, 1.31566], [-4.07729, 4.86163, 1.35066], [-2.93615, 5.08940, 2.68412], [-5.34616, 4.81503, 3.44487], [-4.24197, 3.59489, 4.12128], [-6.05234, 3.20903, 1.69679], [-6.25753, 2.45990, 3.29320], [-4.97923, 0.86180, 2.00849], [-5.64424, -3.28705, -5.73941], [-4.62654, -2.64687, -4.82957], [-4.96259, -2.18278, -3.56999], [-4.03746, -1.55901, -2.73518], [-4.52751, -1.09463, -1.39308], [-2.71351, -1.37542, -3.16865], [-1.48303, -0.24449, -2.19362], [-2.35396, -1.87449, -4.43928], [-0.95568, -1.76787, -4.98797], [-3.30779, -2.49658, -5.23478], [-6.64076, -3.24707, -5.29734], [-5.39662, -4.33417, -5.93255], [-5.67732, -2.77401, -6.70372], [-5.98769, -2.29532, -3.22503], [-5.14087, -1.86581, -0.92043], [-5.13912, -0.19296, -1.49894], [-3.69617, -0.85754, -0.74077], [-0.43628, -0.92392, -4.53848], [-0.97712, -1.64386, -6.07318], [-0.39633, -2.67393, -4.74972], [-3.01262, -2.86345, -6.21505]],
  "atomic_forces_ev_per_a": [[-1.70, -1.83, -2.06], [-0.09, -0.13, -0.04], [0.02, -0.06, 0.07], [-0.04, 0.00, -0.05], [-0.02, 0.10, 0.00], [0.01, -0.02, -0.07], [0.08, 0.00, 0.13], [0.03, -0.22, 0.00], [-0.27, 0.16, -0.31], [0.26, -0.67, 0.29], [-0.36, 0.67, -0.23], [0.09, -0.11, 0.30], [0.15, 0.16, 0.05], [-0.02, 0.10, 0.31], [-0.10, -0.16, -0.23], [0.01, -0.02, 0.21], [-0.01, 0.12, -0.03], [1.43, 2.29, 2.14], [0.28, -0.52, -0.38], [-0.09, 0.20, 0.17], [-0.01, 0.43, 0.00], [0.45, -0.23, -0.16], [-0.07, 0.10, 0.07], [0.02, 0.04, -0.01], [0.06, -0.10, -0.04], [0.01, 0.00, -0.09], [-0.03, 0.00, 0.00], [-0.15, 0.10, 0.23], [0.03, -0.33, 0.14], [0.02, 0.02, 0.00], [0.02, 0.17, -0.01], [0.00, -0.01, 0.00], [0.02, 0.00, 0.03], [0.00, 0.01, 0.01], [-0.01, 0.00, 0.01], [0.07, -0.02, 0.03], [-0.06, -0.03, -0.04], [-0.05, -0.05, -0.03], [-0.05, -0.01, -0.09], [-0.01, 0.01, 0.02], [-0.01, -0.06, -0.03], [-0.03, -0.07, 0.06], [-0.01, 0.00, 0.00], [-0.03, 0.00, -0.02], [-0.04, 0.01, 0.06], [-0.02, -0.02, 0.01], [-0.01, -0.01, -0.01], [-0.03, 0.00, -0.02], [-0.06, 0.06, -0.03], [0.03, 0.08, -0.12], [-0.05, 0.05, 0.09], [0.02, 0.08, 0.03], [0.06, 0.02, -0.09], [-0.12, -0.34, 0.39], [0.02, -0.17, -0.14], [-0.01, -0.02, 0.11], [0.24, 0.40, -0.27], [-0.38, -0.35, 0.55], [0.24, 0.09, -0.58], [0.04, 0.13, 0.15], [0.01, -0.09, -0.06], [0.11, -0.03, -0.08], [-0.09, -0.03, -0.01], [-0.32, -0.86, -0.10], [-0.01, 0.01, -0.01], [0.01, -0.03, -0.03], [0.02, -0.01, 0.06], [0.12, 0.17, -0.14], [0.01, 0.00, -0.03], [-0.03, -0.01, -0.01], [-0.03, 0.01, 0.04], [0.00, 0.02, -0.01], [-0.06, -0.01, -0.02], [-0.03, 0.41, 0.04], [0.02, -0.77, -0.06], [0.41, 0.52, -0.14], [-0.02, 0.09, 0.04], [0.03, -0.09, -0.08], [0.06, 0.03, 0.05], [-0.01, 0.35, 0.00], [-0.31, -0.26, 0.15], [0.03, 0.03, 0.04], [-0.02, 0.02, -0.05], [0.02, 0.01, -0.01], [-0.03, 0.04, 0.04], [-0.02, 0.01, 0.05], [-0.01, 0.00, -0.04], [0.05, -0.04, 0.00], [0.10, 0.02, 0.07], [0.00, -0.02, 0.01], [-0.01, -0.03, -0.15], [0.02, -0.07, 0.06], [0.12, -0.03, -0.05], [0.25, -0.30, 0.08], [-0.15, 0.85, -0.17], [0.06, -0.02, 0.04], [-0.07, 0.09, 0.03], [-0.06, 0.04, -0.03], [-0.01, -0.02, -0.02], [-0.04, -0.01, -0.01], [-0.04, -0.02, -0.02], [0.01, 0.00, 0.06], [-0.02, -0.01, -0.03], [0.05, 0.05, 0.05], [-0.05, 0.01, 0.08], [0.06, -0.01, -0.04], [-0.01, -0.04, -0.01], [0.04, 0.02, -0.04], [0.03, 0.02, 0.00]],
  "orbital_gap_ev": [4.288, 5.770],
  "lumo_ha": [0.149, 0.149],
  "multiplicity": 4,
  "homo_energy_ev": [-0.239, -1.723],
  "charge": -2
}